Record 1
Below is 2 unconnected molecules or ions with the total composition C5H14NO at a distorted geometry, with properties calculated with ωB97M-V with the def2-TZVPD basis set.

Structure (XYZ):
```
21
C5H14NO | OMol25 | ωB97M-V with the def2-TZVPD basis set
C -1.7314 1.3210 -1.0813
C -1.3611 0.9727 0.3351
C -1.9827 0.0131 1.0255
O -1.6335 -0.3191 2.3015
H -1.0420 0.9036 -1.8220
H -2.7275 0.9536 -1.3193
H -1.6903 2.4007 -1.2226
H -0.5376 1.4573 0.8432
H -2.8645 -0.5063 0.6553
H -2.4492 -0.5335 2.8076
C 1.9080 0.0599 0.8018
N 1.1409 -0.9030 -0.0833
C 1.7709 -1.0862 -1.4016
H 1.3551 0.1448 1.7328
H 2.9099 -0.3227 0.9625
H 1.9124 1.0250 0.3024
H 0.1694 -0.5277 -0.1712
H 1.0814 -1.7312 0.5069
H 1.7654 -0.1121 -1.8886
H 1.2126 -1.7836 -2.0199
H 2.7939 -1.4263 -1.2648
```

The calculation puts the highest occupied orbital energy at -12.8 eV. The value obtained for the energy relative to the best compared isomer or geometry (same formula, charge and spin) is 1.604 eV. The calculation puts the HOMO-LUMO gap at 9.78 eV. The multiplicity is 1. The calculation puts the LUMO energy at -3.0 eV. Its net charge is +1.

Results of the natural (NBO) charge analysis, in e, for atoms 1 through 8: -0.6369 -0.3291 0.1375 -0.6983 0.1965 0.2337 0.2397 0.2076



Record 2
Below is 2 unconnected molecules or ions with the total composition C5H14NO at a distorted geometry, with properties calculated with ωB97M-V with the def2-TZVPD basis set.

Structure (XYZ):
```
21
C5H14NO | OMol25 | ωB97M-V with the def2-TZVPD basis set
C 1.8271 -0.9031 -1.9945
C 2.3385 -0.3021 -0.6263
C 1.4841 -0.6529 0.6093
C 0.0308 -0.2693 0.5091
C -0.8892 -0.6204 1.4083
N -2.0505 0.3115 1.5590
H 0.7486 -0.8898 -1.8239
H 2.2225 -0.2032 -2.7242
H 2.2516 -1.8524 -2.3324
H 3.3891 -0.4623 -0.3859
H 2.1452 0.7646 -0.7786
H 1.5498 -1.7303 0.8542
H 1.9760 -0.1586 1.4474
H -0.0560 0.5006 -0.2551
H -0.8879 -1.5139 2.0162
H -2.9410 -0.1715 1.5891
H -1.8012 0.9400 2.3171
H -2.0689 0.9004 0.6800
H -2.5852 2.6838 -0.8118
H -3.7713 1.7602 -0.8438
O -2.9121 1.8686 -0.4133
```

The calculation puts the highest occupied orbital energy at -14.0 eV. The value obtained for the energy relative to the best compared isomer or geometry (same formula, charge and spin) is 1.939 eV. The calculation puts the HOMO-LUMO gap at 10.66 eV. The multiplicity is 1. The calculation puts the LUMO energy at -3.3 eV. Its net charge is +1.

Results of the natural (NBO) charge analysis, in e, for atoms 1 through 8: -0.6127 -0.3810 -0.4567 -0.1285 -0.0991 -0.7117 0.1901 0.2231



- Number 2 is which compound?
  C5H14NO



- energy relative to the best compared isomer or geometry (same formula, charge and spin) of number 2 (C5H14NO)?
  1.939 eV



- What is the formula in the first record?
  C5H14NO